A cluster of 3 separate species, C35H70N3O3 in total at a distorted geometry, computed with ωB97M-V/def2-TZVPD.

Computed properties:
* relative energy (zero: lowest compared OMol25 entry of this formula, charge and spin): 141.9 kJ/mol
* expectation value of S²: 3.762
* spin multiplicity: 4
* molar mass: 580.96 g/mol
* gap between HOMO and LUMO (spin up / spin down): 8.7 / 9.3 eV
* HOMO energy (spin up / spin down): -8.2 / -9.2 eV

Atoms and positions in Å:
C: -4.167 1.111 -1.820
C: -2.607 0.994 -1.940
C: -2.114 1.049 -3.447
C: -2.518 -0.345 -4.048
C: -0.588 1.429 -3.606
C: -0.535 2.999 -3.848
C: -1.242 3.823 -2.721
C: -1.172 3.438 -5.217
C: -0.754 4.949 -5.466
C: 0.134 0.780 -4.849
C: 1.120 -0.391 -4.554
C: 1.783 -0.735 -5.953
C: 0.457 -1.730 -4.094
N: 2.222 0.068 -3.696
O: 3.061 -0.860 -3.411
C: 1.795 0.903 -2.540
C: 2.568 2.265 -2.625
C: 2.357 0.195 -1.233
C: 0.247 1.033 -2.326
H: -4.586 1.852 -2.533
H: -4.602 0.132 -2.129
H: -4.477 1.285 -0.773
H: -2.131 1.763 -1.305
H: -2.300 -0.001 -1.535
H: -2.803 1.783 -3.925
H: -2.328 -0.449 -5.131
H: -2.130 -1.198 -3.452
H: -3.627 -0.411 -3.932
H: 0.520 3.364 -3.877
H: -1.090 4.915 -2.789
H: -2.344 3.659 -2.828
H: -0.987 3.511 -1.691
H: -2.277 3.418 -5.116
H: -0.793 2.889 -6.097
H: -1.276 5.653 -4.798
H: -1.061 5.189 -6.506
H: 0.351 5.036 -5.436
H: -0.558 0.487 -5.668
H: 0.764 1.589 -5.295
H: 2.186 0.177 -6.427
H: 2.515 -1.556 -5.845
H: 0.949 -1.148 -6.569
H: -0.059 -1.671 -3.116
H: -0.294 -2.051 -4.843
H: 1.253 -2.497 -3.980
H: 3.646 2.090 -2.424
H: 2.526 2.630 -3.679
H: 2.139 3.037 -1.955
H: 1.936 0.798 -0.389
H: 3.451 0.279 -1.143
H: 1.962 -0.829 -1.097
H: 0.116 1.779 -1.510
H: -0.088 0.071 -1.874
C: 3.658 3.111 5.087
C: 2.836 2.305 4.061
C: 1.687 1.570 4.765
C: 2.145 0.351 5.558
C: 2.945 -0.586 4.663
C: 4.124 0.108 3.965
N: 3.729 1.385 3.304
O: 3.116 1.077 2.180
C: 5.248 0.359 4.993
C: 4.753 -0.878 2.964
C: 2.226 3.396 3.161
H: 4.422 3.712 4.588
H: 3.010 3.796 5.637
H: 4.154 2.506 5.841
H: 0.951 1.242 4.021
H: 1.156 2.259 5.428
H: 2.734 0.665 6.426
H: 1.272 -0.173 5.954
H: 3.312 -1.428 5.256
H: 2.270 -1.015 3.914
H: 5.988 1.064 4.609
H: 5.779 -0.566 5.222
H: 4.889 0.727 5.953
H: 4.036 -1.243 2.228
H: 5.137 -1.756 3.486
H: 5.588 -0.416 2.432
H: 3.001 3.924 2.601
H: 1.697 4.133 3.768
H: 1.503 2.995 2.451
C: -4.045 -5.158 1.759
C: -3.409 -4.333 2.897
C: -4.257 -3.083 3.181
C: -4.101 -1.998 2.121
C: -2.630 -1.651 1.940
C: -1.758 -2.868 1.625
N: -1.996 -4.004 2.560
O: -1.374 -3.730 3.689
C: -2.007 -3.309 0.167
C: -0.289 -2.420 1.623
C: -3.515 -5.271 4.115
H: -3.504 -6.095 1.610
H: -5.077 -5.411 2.007
H: -4.089 -4.645 0.803
H: -3.977 -2.662 4.153
H: -5.311 -3.361 3.268
H: -4.547 -2.327 1.177
H: -4.656 -1.107 2.427
H: -2.530 -0.911 1.140
H: -2.275 -1.159 2.853
H: -1.603 -4.305 -0.022
H: -1.518 -2.629 -0.533
H: -3.058 -3.305 -0.119
H: 0.019 -1.964 2.564
H: -0.128 -1.667 0.848
H: 0.377 -3.259 1.413
H: -2.894 -6.159 3.984
H: -4.546 -5.604 4.245
H: -3.222 -4.782 5.044

=====

A cluster of 10 separate species, C35H70O15 in total at a distorted geometry, computed with ωB97M-V/def2-TZVPD.

Computed properties:
* relative energy (zero: lowest compared OMol25 entry of this formula, charge and spin): 1266.6 kJ/mol
* spin multiplicity: 1
* molar mass: 730.93 g/mol
* gap between HOMO and LUMO: 9.7 eV
* HOMO energy: -9.3 eV
* SMILES string: CCOC(C)=O.CCOC(C)=O.CCOC(C)=O.CCOC(C)=O.CCOC(C)=O.CC(C)=O.CC(C)=O.CC(C)=O.CC(C)=O.CC(C)=O

Atoms and positions in Å:
C: -0.211 -3.607 4.579
C: 1.098 -3.853 3.813
O: 1.798 -2.636 3.610
C: 2.862 -2.668 2.781
C: 3.843 -1.448 3.142
O: 3.232 -3.601 2.166
H: 0.115 -3.022 5.474
H: -0.864 -4.554 4.649
H: -0.735 -2.796 4.122
H: 1.698 -4.714 4.304
H: 0.801 -4.105 2.860
H: 4.692 -1.589 2.836
H: 3.689 -1.020 4.215
H: 3.281 -0.675 2.529
C: 3.089 4.114 -2.713
C: 2.474 3.323 -3.723
O: 3.525 2.811 -4.749
C: 3.359 1.690 -5.551
C: 4.429 1.476 -6.557
O: 2.419 0.973 -5.456
H: 3.752 4.999 -3.111
H: 3.472 3.352 -2.056
H: 2.388 4.550 -2.047
H: 2.058 2.628 -3.389
H: 1.761 3.762 -4.532
H: 4.770 2.433 -6.891
H: 3.991 0.905 -7.150
H: 5.361 0.923 -6.247
C: 2.476 2.712 0.875
C: 1.071 2.151 0.831
O: 1.147 0.674 1.017
C: 0.045 0.083 1.067
C: 0.053 -1.393 1.092
O: -1.038 0.681 1.217
H: 2.358 3.724 0.814
H: 3.014 2.445 -0.136
H: 3.169 2.684 1.657
H: 0.466 2.607 1.621
H: 0.503 2.379 -0.102
H: 1.096 -1.724 1.033
H: -0.569 -1.645 0.361
H: -0.099 -1.794 1.944
C: -2.543 4.544 0.532
C: -3.504 3.415 0.856
O: -3.812 3.625 2.287
C: -4.728 2.787 2.742
C: -5.206 3.128 4.112
O: -5.225 1.791 2.102
H: -2.298 4.442 -0.420
H: -1.727 4.790 1.226
H: -3.030 5.493 0.689
H: -4.449 3.357 0.260
H: -2.863 2.569 0.825
H: -4.272 3.412 4.808
H: -5.769 2.423 4.551
H: -5.816 4.121 4.034
C: -0.018 0.633 -2.414
C: -1.066 1.638 -2.527
O: -2.138 1.042 -3.211
C: -3.294 1.755 -3.391
C: -4.321 1.026 -4.233
O: -3.354 2.908 -3.049
H: 0.771 0.981 -1.944
H: 0.341 0.317 -3.235
H: -0.364 -0.339 -1.777
H: -1.232 1.999 -1.570
H: -0.901 2.444 -3.110
H: -3.909 0.606 -5.058
H: -5.125 1.645 -4.497
H: -4.633 0.151 -3.729
C: -4.082 -1.054 1.395
C: -3.219 -1.569 2.539
C: -2.841 -0.620 3.585
O: -2.859 -2.876 2.598
H: -4.341 -1.812 0.723
H: -3.529 -0.273 0.724
H: -4.826 -0.602 1.753
H: -2.287 -1.165 4.326
H: -3.647 -0.233 4.340
H: -2.527 0.291 3.321
C: 1.919 -4.424 -0.744
C: 0.481 -4.293 -1.222
C: -0.525 -5.376 -0.859
O: 0.076 -3.310 -1.926
H: 1.932 -4.658 0.300
H: 2.587 -3.474 -0.915
H: 2.291 -5.294 -1.292
H: -0.840 -5.145 0.193
H: -0.031 -6.261 -0.644
H: -1.554 -5.394 -1.397
C: 3.788 -0.891 -1.076
C: 4.557 -0.084 -2.139
C: 5.065 -0.797 -3.273
O: 4.713 1.213 -1.957
H: 4.250 -1.748 -0.917
H: 2.789 -0.981 -1.351
H: 3.823 -0.317 -0.098
H: 6.082 -0.994 -3.140
H: 4.958 -0.118 -4.131
H: 4.420 -1.555 -3.611
C: 0.770 0.572 4.506
C: 1.846 1.600 4.953
C: 1.447 2.631 6.053
O: 3.028 1.532 4.528
H: -0.281 1.071 4.381
H: 0.620 -0.090 5.324
H: 0.989 0.069 3.579
H: 0.504 2.396 6.639
H: 1.554 3.740 5.680
H: 2.226 2.568 6.917
C: -2.555 -3.665 -4.310
C: -3.690 -3.161 -3.412
C: -3.238 -2.202 -2.187
O: -4.863 -3.776 -3.498
H: -2.771 -3.419 -5.293
H: -2.426 -4.694 -4.084
H: -1.594 -3.108 -4.213
H: -2.345 -2.740 -1.674
H: -4.196 -2.127 -1.570
H: -2.995 -1.319 -2.488